107
Properties=species:S:1:pos:R:3:mulliken_charge:R:1 method="wB97M-V/def2-TZVPD" e_lumo_ev=-0.4 charge=0
K 0.14560 0.42151 -0.64662 0.2073
N 0.00017 -2.24802 -3.42202 0.7966
O 0.90769 -1.64082 -3.98343 -0.6146
O 0.20502 -2.42882 -2.19804 -0.5362
O -0.97931 -2.70053 -4.00390 -0.6790
O -1.99385 1.35586 -2.22436 -0.2543
H -2.73537 0.79201 -2.44449 0.2567
H -1.86124 1.89364 -3.00502 0.1938
O 1.32623 0.88238 2.71441 -0.3892
H 1.49689 0.95724 3.65330 0.1834
H 0.56594 1.44390 2.56317 0.1347
O -0.78584 2.49745 1.08379 -0.1175
H -1.69751 2.74594 1.23651 0.1105
H -0.29121 3.30613 1.21649 0.1617
O 2.71975 -0.40045 -1.40364 -0.4343
H 3.23335 -0.17240 -0.62876 0.2236
H 2.74276 -1.35689 -1.43387 0.4438
O -2.77701 1.12814 3.17534 -0.6626
H -2.85329 1.85593 2.55830 0.4257
H -2.56555 1.54350 4.01140 0.2597
O -1.22950 -0.75041 2.02681 -0.2459
H -1.70356 -0.12514 2.57503 0.2546
H -1.36026 -1.59495 2.45797 0.2874
O 0.73476 2.69187 -2.16547 -0.2683
H 1.32846 3.44270 -2.16242 0.1618
H 0.66465 2.44510 -3.08765 0.2867
O 0.45338 1.79664 -4.75085 -0.6815
H 1.26760 1.29338 -4.75254 0.2838
H 0.00007 1.52236 -5.54804 0.2798
O 0.57091 4.58240 1.95210 -0.5816
H 1.46724 4.33409 2.17829 0.2556
H 0.59931 5.53569 1.87046 0.2611
O -1.16008 4.76415 -1.86694 -0.6199
H -1.24139 4.67791 -2.81677 0.3140
H -0.80795 3.92202 -1.57877 0.3373
C 5.54054 3.92662 1.06873 -1.2687
C 4.20598 4.00693 0.18428 1.3359
C 3.70310 5.40072 -0.21501 -1.7096
O 4.43811 3.42488 -1.08789 -0.5752
H 6.41613 4.26069 0.51211 0.3527
H 5.71795 2.93352 1.48149 0.1898
H 5.48311 4.66555 1.86798 0.3631
H 3.37929 3.55823 0.73504 -0.2244
H 4.52815 6.03427 -0.54060 0.4008
H 3.34853 5.90114 0.68608 0.3814
H 2.84357 5.46546 -0.88219 0.4338
H 4.00383 4.00305 -1.71933 0.3303
C -6.20561 -0.59795 -1.51887 -1.6211
C -4.67777 -0.33873 -1.44123 1.8077
C -3.86733 -1.56095 -0.99213 -1.1561
O -4.23120 -0.14628 -2.69132 -0.6642
H -6.50897 -0.89907 -0.51617 0.3763
H -6.39867 -1.48593 -2.12080 0.4266
H -6.79768 0.17792 -2.00423 0.3818
H -4.41498 0.49744 -0.79328 -1.1659
H -3.77826 -1.51797 0.09338 0.4174
H -2.84225 -1.54711 -1.36242 0.2839
H -4.39834 -2.46886 -1.27819 0.3849
H -4.21832 -0.98716 -3.15429 0.3593
C 4.70447 -0.31014 3.39745 -1.2560
C 4.13491 -1.17628 2.21738 0.4007
C 3.20309 -2.24168 2.70032 -0.9969
O 3.43880 -0.26612 1.33976 -0.0531
H 5.54637 0.29938 3.06912 0.3190
H 5.20347 -0.89700 4.16861 0.3955
H 3.95001 0.35723 3.81400 0.1791
H 4.98285 -1.73247 1.81768 0.3814
H 2.39224 -1.72359 3.21238 0.2423
H 3.69325 -2.88787 3.42852 0.4250
H 2.91813 -2.95162 1.92386 0.0021
H 2.70869 0.05426 1.87444 0.0801
C 3.68033 -5.38090 -0.52846 -1.4434
C 3.46847 -4.21927 -1.47619 0.9816
C 2.94482 -4.48689 -2.86067 -1.4289
O 2.63353 -3.27330 -0.84975 -0.1581
H 4.03551 -5.04156 0.44457 0.3110
H 4.38871 -6.13944 -0.86150 0.4147
H 2.79781 -5.99215 -0.33966 0.2460
H 4.49773 -3.86394 -1.52607 0.1400
H 1.91166 -4.78702 -2.68575 0.3059
H 3.51674 -5.19797 -3.45680 0.3914
H 2.95920 -3.64642 -3.55458 0.3323
H 1.84084 -3.12357 -1.37015 -0.1342
C -0.40663 -5.05831 0.75303 -1.2080
C -1.94226 -4.83283 0.95001 0.9594
C -2.60250 -6.08375 1.47535 -1.5793
O -2.06243 -3.70632 1.71544 -0.6274
H -0.14462 -6.05952 0.41093 0.4569
H 0.12584 -4.80851 1.67073 0.3157
H 0.02903 -4.38001 0.01940 0.1936
H -2.33660 -4.59743 -0.03852 0.0712
H -2.35813 -6.33835 2.50664 0.3610
H -2.47305 -6.89287 0.75655 0.3651
H -3.67080 -5.94203 1.63894 0.4201
H -1.64878 -2.93929 1.31275 0.2161
C -5.21593 2.10365 0.95241 -1.5567
C -4.15367 3.10343 0.50472 1.6699
C -4.69999 4.40936 -0.12016 -1.6028
O -3.34808 3.30892 1.64884 -0.5612
H -5.74966 2.44754 1.83840 0.4039
H -4.73771 1.18138 1.28231 0.3325
H -6.06876 1.86248 0.31789 0.4290
H -3.52122 2.67971 -0.27539 -0.4005
H -5.40770 4.87203 0.56772 0.3849
H -5.12425 4.13830 -1.08693 0.3789
H -3.92073 5.11333 -0.41220 0.3879
H -3.76824 3.92711 2.25126 0.2370

13
Properties=species:S:1:pos:R:3:mulliken_charge:R:1 method="wB97M-V/def2-TZVPD" e_above_lowest_kj_mol=416.7 e_lumo_ev=1.2 charge=0 smiles=CNN1CC1
C 0.39071 1.18026 1.34926 -0.7281
N 0.00161 -0.11406 0.83398 -0.4014
N -0.20795 0.03660 -0.51838 -0.1811
C 0.95414 -0.50341 -1.16265 -0.6338
C -0.37238 -1.17923 -1.24573 -0.1555
H 0.34145 1.19527 2.44194 0.3204
H 1.23085 1.53121 0.86094 0.3420
H -0.49634 1.73120 1.04696 0.2641
H 0.64299 -0.82940 0.96616 0.2486
H 1.70751 -0.82486 -0.54709 0.3004
H 1.38303 -0.07856 -2.19397 0.1623
H -0.91677 -1.05044 -2.24551 0.2002
H -0.46314 -2.09348 -0.60662 0.2618

61
Properties=species:S:1:pos:R:3:mulliken_charge:R:1 method="wB97M-V/def2-TZVPD" e_above_lowest_kj_mol=10.4 spin_multiplicity=3 e_lumo_ev="-2.5 / -6.2" charge=+1
Au 0.21280 -0.01033 1.06908 0.5233
C -0.04277 0.30160 6.04622 -1.0876
N -0.77550 -0.74876 5.35458 0.1407
C -1.61134 -1.65130 6.14326 -1.0588
C -0.85606 -0.70060 4.00026 0.4948
N -0.33719 0.22166 3.26352 -0.5454
N -1.56269 -1.75699 3.43208 -0.0915
C -1.98312 -1.90659 2.11428 0.5658
N -2.71879 -3.03199 1.91171 -0.4086
N -1.70118 -1.06128 1.19775 -0.2976
H 0.13242 -0.01048 7.07102 0.3350
H -0.59286 1.24678 6.05567 0.3691
H 0.93264 0.45986 5.58637 0.3452
H -1.52939 -1.37542 7.18899 0.3407
H -1.28336 -2.69117 6.05850 0.3243
H -2.66456 -1.57503 5.86698 0.3940
H 0.11889 0.96606 3.76939 0.1773
H -1.73913 -2.53934 4.03490 0.1706
H -3.11477 -3.56392 2.66456 0.1711
H -3.06662 -3.21133 0.98657 0.2164
H -2.07838 -1.29283 0.27925 -0.0077
N 7.59580 0.84291 1.16053 -0.4697
C 6.45007 0.74079 1.15281 -0.0555
C 5.01369 0.61307 1.14556 0.4651
C 4.30968 0.70573 -0.05207 -0.8375
C 2.92909 0.57754 -0.05145 0.1581
C 2.23209 0.35189 1.13817 -0.2690
C 2.94948 0.26833 2.32966 0.0767
C 4.33085 0.39676 2.33968 -0.8683
H 4.84753 0.88041 -0.97560 0.4277
H 2.39086 0.65935 -0.98844 0.4342
H 2.43504 0.09066 3.26821 0.4212
H 4.88392 0.32831 3.26769 0.4386
Cl -3.51014 2.01449 0.87093 -0.1361
C -2.30890 3.30231 0.78126 -0.4830
Cl -0.74812 2.72969 0.15148 -0.0689
H -2.14302 3.69810 1.77381 0.3445
H -2.67523 4.06536 0.10768 0.3781
C -0.14226 0.99631 -7.44320 -1.4503
C -0.35214 0.55811 -6.03683 0.7564
C -1.34304 1.17689 -5.23580 -0.9902
C -1.52070 0.81853 -3.93046 0.7652
C -2.55966 1.45210 -3.06496 -1.1897
C -0.69755 -0.24281 -3.41268 0.5462
C 0.33603 -0.86580 -4.19648 0.9126
C 1.19371 -1.94194 -3.61122 -1.3225
C 0.45669 -0.47635 -5.49723 -0.8066
C -0.91323 -0.68585 -1.99722 0.2892
O -1.89272 -1.35324 -1.68172 -0.8034
O 0.01499 -0.18813 -1.30057 -0.4478
H -0.61933 1.95316 -7.64245 0.3821
H -0.57288 0.25209 -8.12328 0.3302
H 0.92210 1.06188 -7.67385 0.3968
H -1.96213 1.95720 -5.66321 0.4056
H -2.99087 2.32493 -3.55096 0.4173
H -2.13591 1.74906 -2.10231 0.0216
H -3.35426 0.73252 -2.85721 0.3569
H 1.71482 -1.57968 -2.72440 0.1996
H 1.92493 -2.29059 -4.33711 0.4189
H 0.57602 -2.78841 -3.30105 0.3424
H 1.19566 -0.95432 -6.13066 0.4424

101
Properties=species:S:1:pos:R:3:mulliken_charge:R:1 method="wB97M-V/def2-TZVPD" e_above_lowest_kj_mol=0.0 spin_multiplicity=3 e_lumo_ev="-2.4 / -2.5" charge=+1
C 2.37497 2.80409 2.86180 -0.9681
C 2.11440 2.52693 1.41994 0.6899
O 2.71297 1.67748 0.79271 -0.5820
N 1.13864 3.36255 0.76949 0.7588
C 1.85299 4.51579 0.19134 -0.9680
C 0.18290 2.76682 -0.18109 -0.6542
C 0.73176 1.68545 -1.11982 -1.7148
N 0.43012 0.27843 -0.72430 0.7900
C -1.04922 0.04462 -0.74588 -0.4364
C -1.87174 1.06704 0.04773 -2.1283
C -1.24092 2.45069 0.44137 3.2775
C -2.19698 3.50642 -0.19180 -2.1388
C -1.76632 4.98090 -0.20531 -0.5456
N -2.90983 5.89229 -0.08854 -0.7002
C -1.20173 2.49648 1.98886 -0.3848
Br -1.99341 4.00669 2.79847 -0.0692
C -0.67992 1.57183 2.80596 -0.7456
C -0.02626 0.25366 2.43544 -0.7820
Br -0.62104 1.82818 4.66748 -0.0475
H 2.03176 1.96817 3.47567 -0.0004
H 1.90815 3.73276 3.18418 0.3344
H 3.45928 2.86357 3.00423 0.4774
H 2.32260 4.27248 -0.77201 0.3747
H 2.64931 4.82312 0.87323 0.3913
H 1.16258 5.34738 0.05468 0.2726
H 0.00984 3.56809 -0.89977 0.4661
H 1.80391 1.79003 -1.25207 0.4789
H 0.26248 1.78071 -2.10593 0.4864
H 0.83568 -0.31978 -1.44546 0.4873
H 0.87777 0.00752 0.15440 -0.3247
H -1.32347 0.04813 -1.80353 0.0165
H -1.25346 -0.96775 -0.39104 0.3095
H -2.20849 0.59581 0.96917 0.4750
H -2.78201 1.23177 -0.53328 0.7079
H -3.18836 3.39010 0.25932 0.6986
H -2.31470 3.18699 -1.23605 0.4989
H -1.27774 5.19677 -1.16358 0.4084
H -1.02963 5.16298 0.58085 0.3953
H -2.69133 6.65569 0.54113 0.2639
H -3.69914 5.41761 0.33566 0.2903
H 0.20290 -0.32355 3.33009 0.8359
H 0.94209 0.39976 1.95114 -0.4282
H -0.67038 -0.37839 1.81719 0.3556
C -1.89877 -1.00118 -6.07769 -1.8406
C -2.51471 -1.69488 -4.84311 1.9168
C -3.32034 -2.93940 -5.24106 -1.3241
C -4.69810 -2.64100 -5.82977 -0.5147
C -5.48230 -1.67947 -4.93808 -1.1749
C -4.72470 -0.38002 -4.65839 1.4408
N -3.39273 -0.74777 -4.07163 0.6664
O -3.42738 -0.97476 -2.80845 -0.5876
C -4.58301 0.44476 -5.94190 -1.7058
C -5.46720 0.47545 -3.64125 -1.9148
C -1.39611 -2.10305 -3.89735 -1.9712
H -1.98346 0.08152 -6.01216 0.3108
H -0.83719 -1.23727 -6.14677 0.4975
H -2.36210 -1.32013 -7.00998 0.3362
H -3.45299 -3.56493 -4.35298 0.4054
H -2.71671 -3.51649 -5.94483 0.3442
H -4.61148 -2.24381 -6.84400 0.2946
H -5.24874 -3.57800 -5.91947 0.4122
H -6.43990 -1.42309 -5.39550 0.4227
H -5.70443 -2.16974 -3.98544 0.3762
H -3.98642 1.34073 -5.76483 0.3666
H -5.57848 0.76092 -6.25259 0.4361
H -4.14710 -0.09907 -6.77349 0.3477
H -5.66564 -0.06819 -2.72146 0.3578
H -6.41865 0.78238 -4.07535 0.4505
H -4.89595 1.37259 -3.39738 0.4024
H -0.91732 -1.19547 -3.51792 0.3687
H -0.65222 -2.70198 -4.42287 0.5354
H -1.77239 -2.67788 -3.05553 0.4441
C 5.86421 -1.79179 4.85642 -1.6966
C 4.34327 -1.84567 5.12190 1.8790
C 3.92261 -3.21411 5.67438 -1.3187
C 3.86130 -4.33346 4.63879 -0.5495
C 3.04137 -3.91123 3.42446 -1.1737
C 3.53954 -2.60859 2.79533 1.8072
N 3.56006 -1.55634 3.86962 0.4755
O 2.41015 -1.03565 4.09653 -0.4494
C 4.91462 -2.80668 2.14978 -1.9199
C 2.58767 -2.15493 1.69997 -2.1945
C 3.99587 -0.76435 6.13885 -2.0654
H 6.09062 -1.28312 3.92184 0.3071
H 6.35730 -1.23194 5.64926 0.4696
H 6.31988 -2.78102 4.82400 0.3410
H 2.93873 -3.11169 6.14219 0.4310
H 4.62222 -3.47522 6.47100 0.3549
H 4.86555 -4.64085 4.33647 0.3023
H 3.40261 -5.21131 5.09553 0.4057
H 3.05405 -4.68953 2.65757 0.4290
H 1.99814 -3.77558 3.72816 0.3461
H 5.29744 -1.86460 1.75550 0.3452
H 4.80616 -3.50270 1.31742 0.4479
H 5.65732 -3.22391 2.82065 0.4083
H 1.56875 -2.06508 2.07846 0.2946
H 2.60234 -2.89876 0.90065 0.5324
H 2.89288 -1.19472 1.28591 0.4544
H 4.20147 0.22933 5.73904 0.4516
H 4.61705 -0.91886 7.02132 0.5154
H 2.95233 -0.80471 6.43822 0.3473

| no. | total energy (eV) |
| --- | --- |
| 1 | -76484.4386 |
| 2 | -6217.5280 |
| 3 | -65033.8508 |
| 4 | -186788.4006 |